1.
The following is a DFT calculation (wB97M-V/def2-TZVPD) of a molecular structure, C22H38BBr3CaCl5F2N3NaO12S at a distorted geometry.

As for the spin multiplicity: 1. The frontier orbital gap is 1.0 eV. As for the LUMO energy: -8.20 eV. As for the net charge: +1. The HOMO energy is -9.213 eV.

CARTESIAN COORDINATES (ANGSTROEM)
1 C 0.6325 -5.5935 -0.4459
2 C 1.7174 -4.9269 -1.3083
3 C 1.1457 -3.6467 -1.9600
4 C 0.8820 -2.6440 -0.8584
5 C 2.1787 -2.1355 -0.1558
6 C 1.5181 -1.0209 0.7579
7 C 0.6587 -0.4087 -0.3144
8 N 0.3311 -1.2814 -1.1862
9 O -0.4041 -0.8647 -2.2810
10 C -1.5235 -1.7011 -2.5868
11 C -2.4376 -2.0645 -1.4034
12 C -3.3926 -0.9503 -0.9098
13 O -3.2608 -3.1308 -1.8396
14 H 0.7810 -6.6654 -0.3190
15 H 0.5106 -5.1258 0.5343
16 H -0.3292 -5.4902 -0.9674
17 H 2.0150 -5.6245 -2.0955
18 H 2.6231 -4.7030 -0.7443
19 H 1.8155 -3.2506 -2.7301
20 H 0.2317 -3.9822 -2.4673
21 H 0.2742 -2.9740 -0.0103
22 H 2.7737 -1.7138 -0.9667
23 H 2.6470 -2.8313 0.5363
24 H 1.0391 -1.3753 1.6659
25 H 2.3346 -0.3282 0.9339
26 H 0.4040 0.6462 -0.2966
27 H -2.1390 -1.1096 -3.2879
28 H -1.2128 -2.5726 -3.1677
29 H -1.8959 -2.4369 -0.5288
30 H -2.8802 -0.1424 -0.3689
31 H -4.0432 -1.4221 -0.1707
32 H -4.0628 -0.4964 -1.6682
33 H -3.1708 -3.2659 -2.7962
34 Cl 2.0564 -0.3444 3.2800
35 Na 0.0423 1.2296 3.2007
36 C -1.1941 6.1839 5.9018
37 C -0.0630 5.1800 5.9234
38 O 0.3369 4.8359 4.5870
39 H -2.0500 5.7826 5.3545
40 H -1.5141 6.4373 6.9126
41 H -0.8885 7.1006 5.3933
42 H -0.3802 4.2595 6.4126
43 H 0.8004 5.5765 6.4633
44 H 0.6345 5.6422 4.1552
45 C 5.3035 -0.3686 -3.5442
46 C 5.8729 -0.5457 -2.2119
47 N 6.3370 -0.6838 -1.1782
48 H 5.0157 0.6715 -3.6885
49 H 6.0389 -0.6405 -4.2990
50 H 4.4255 -1.0032 -3.6603
51 C -1.4825 -6.7410 -7.0074
52 C -0.3015 -6.0893 -6.2783
53 C -0.7050 -4.6453 -5.9543
54 S -2.4985 -4.6506 -5.8031
55 O -3.0545 -3.8419 -6.8544
56 O -2.8604 -4.4267 -4.4107
57 C -2.7258 -6.3749 -6.2009
58 H -1.3635 -7.8195 -7.0841
59 H -1.5620 -6.3375 -8.0187
60 H -0.1017 -6.6327 -5.3525
61 H 0.6080 -6.1167 -6.8755
62 H -0.2663 -4.3019 -5.0185
63 H -0.4431 -3.9615 -6.7602
64 H -3.6545 -6.5005 -6.7531
65 H -2.7679 -6.9299 -5.2636
66 B -3.9291 9.1489 8.7673
67 O -4.7435 8.6263 9.9136
68 C -4.3401 7.4177 10.2153
69 O -4.7821 6.7164 11.0815
70 C -3.1874 7.0346 9.2563
71 O -2.5917 5.9896 9.2569
72 O -2.9702 8.0348 8.4419
73 F -3.2336 10.2806 9.1409
74 F -4.7401 9.4087 7.6749
75 C 5.5367 -3.8833 0.9813
76 Br 5.2550 -4.1346 -0.9132
77 Br 4.4135 -5.0644 2.0101
78 Br 7.3845 -4.0475 1.4495
79 H 5.2348 -2.8706 1.2145
80 Ca -3.0800 0.6635 -3.5910
81 C -0.8186 7.5977 1.8631
82 Cl -0.7434 5.8325 2.0410
83 Cl -0.4644 7.9821 0.1791
84 Cl -2.4251 8.1813 2.2869
85 Cl 0.3772 8.3439 2.9228
86 N 2.6252 7.5108 -1.5381
87 O 3.4618 8.3556 -1.2385
88 O 1.8599 7.7048 -2.4888
89 O 2.5445 6.4607 -0.8873



2.
The following is a DFT calculation (wB97M-V/def2-TZVPD) of a molecular structure, C26H29N7Ru at a distorted geometry.

As for the spin multiplicity: 2. The frontier orbital gap (spin up / spin down) is 5.7 / 4.6 eV. As for the LUMO energy (spin up / spin down): -10.24 / -11.35 eV. As for the net charge: +3. The HOMO energy (spin up / spin down) is -15.943 / -15.941 eV. The value obtained for the energy above the lowest of the compared OMol25 structures with the same formula, charge and spin is 84.5 kcal per mole.

CARTESIAN COORDINATES (ANGSTROEM)
1 Ru -0.2204 -0.1343 -0.0698
2 C 2.8465 -0.9454 -0.4135
3 C 1.9715 -2.2134 -0.4511
4 N 1.0360 -2.2527 -1.6259
5 C -1.2955 -3.1665 -1.0167
6 C -1.4432 -2.8551 0.4674
7 C -2.2684 -3.6565 1.2419
8 C -2.5793 -3.2836 2.5406
9 C -1.9952 -2.1422 3.0820
10 C -1.1248 -1.4054 2.3083
11 C -0.2243 -0.3583 2.9511
12 N -0.7310 1.4101 1.2920
13 C 1.5252 2.5198 0.8015
14 C 2.2729 1.1741 0.8939
15 N 2.0919 0.3245 -0.3033
16 N -0.8890 -1.7355 1.0039
17 H 3.4624 -0.9140 -1.3148
18 H 3.5278 -1.0586 0.4316
19 H 1.3702 -2.2929 0.4500
20 H 2.6184 -3.0890 -0.5153
21 H 1.6017 -2.3013 -2.4845
22 H -1.8743 -4.0692 -1.2144
23 H -1.7962 -2.3738 -1.5727
24 H -2.6980 -4.5543 0.8186
25 H -3.2591 -3.8826 3.1327
26 H -2.1966 -1.8594 4.1064
27 H 0.8083 -0.6886 2.7665
28 H -0.3929 -0.4262 4.0221
29 H -1.7292 1.6160 1.2644
30 H 1.7868 3.0613 1.7090
31 H 1.9557 3.0908 -0.0252
32 H 1.9840 0.5971 1.7722
33 H 3.3279 1.4347 1.0312
34 H 2.2843 0.8965 -1.1193
35 C -0.1153 3.3385 3.5676
36 C -0.5293 4.2043 2.4972
37 C -0.5328 3.9164 1.1886
38 C -0.0277 2.6230 0.6166
39 N -0.3605 1.0711 2.6076
40 C -0.0208 1.9924 3.5728
41 C -0.3739 2.5338 -0.8941
42 C -0.6805 3.5410 -1.7807
43 C -0.8967 3.1918 -3.1282
44 C -0.7344 1.9009 -3.5856
45 C -0.3590 0.9128 -2.6720
46 N -0.2615 1.2797 -1.3606
47 C -0.0528 -0.4963 -2.8617
48 C -0.1078 -1.2450 -4.0282
49 C -0.1652 -2.6705 -4.1262
50 C -0.1479 -3.6498 -3.1733
51 C 0.0772 -3.4423 -1.7034
52 N 0.2610 -1.0865 -1.6600
53 H 0.1281 3.8168 4.5065
54 H -0.8395 5.2009 2.7879
55 H -0.9086 4.6534 0.4951
56 H 0.3411 1.5361 4.4850
57 H -0.7483 4.5803 -1.4980
58 H -1.1946 3.9716 -3.8171
59 H -0.8905 1.6552 -4.6274
60 H -0.2070 -0.6878 -4.9514
61 H -0.2896 -3.0452 -5.1358
62 H -0.3215 -4.6704 -3.4907
63 H 0.5632 -4.3022 -1.2392



3.
The following is a DFT calculation (wB97M-V/def2-TZVPD) of C7H12O in the gas phase at a distorted geometry.

As for the spin multiplicity: 1. The frontier orbital gap is 9.2 eV. As for the LUMO energy: 0.80 eV. The HOMO energy is -8.431 eV. The value obtained for the energy above the lowest of the compared OMol25 structures with the same formula, charge and spin is 0.0 kcal per mole.

CARTESIAN COORDINATES (ANGSTROEM)
1 C 0.9311 1.2879 -0.7441
2 C 0.4128 1.8019 0.5656
3 C -0.2919 0.5877 1.1711
4 C 0.4070 -1.8242 0.6085
5 C -1.6795 -0.9503 -0.4572
6 C -0.2795 -0.5830 0.0367
7 C 0.5252 0.0552 -1.0463
8 O 1.7395 2.1074 -1.4673
9 H 2.0264 1.6535 -2.2678
10 H 1.2392 2.1606 1.1816
11 H -0.2620 2.6440 0.4023
12 H -1.3288 0.7980 1.4228
13 H 0.2195 0.2418 2.0668
14 H 0.7019 -0.4458 -1.9853
15 H -2.2939 -1.3086 0.3673
16 H -1.6262 -1.7409 -1.2043
17 H -2.1661 -0.0856 -0.9040
18 H 1.4124 -1.5806 0.9437
19 H 0.4639 -2.6052 -0.1483
20 H -0.1510 -2.2140 1.4582



4.
The following is a DFT calculation (wB97M-V/def2-TZVPD) of 2 unconnected molecules or ions with the total composition CH8N at a distorted geometry.

As for the spin multiplicity: 1. The frontier orbital gap is 13.8 eV. As for the LUMO energy: -4.32 eV. As for the net charge: +1. The HOMO energy is -18.125 eV. The value obtained for the energy above the lowest of the compared OMol25 structures with the same formula, charge and spin is 4.1 kcal per mole.

CARTESIAN COORDINATES (ANGSTROEM)
1 N -0.2409 -0.0203 1.4077
2 H 0.5140 0.3323 0.7833
3 H 0.1162 -0.6779 2.0554
4 H -0.7451 0.7476 1.9217
5 H -0.9076 -0.4883 0.7802
6 C 0.2532 0.0141 -1.3917
7 H 0.2894 0.0580 -2.4771
8 H 1.1145 0.5730 -0.9330
9 H 0.3192 -1.0270 -1.0709
10 H -0.7129 0.4885 -1.0757



5.
The following is a DFT calculation (wB97M-V/def2-TZVPD) of 2 unconnected molecules or ions with the total composition C5H6O2 at a distorted geometry.

As for the spin multiplicity: 1. The frontier orbital gap is 10.7 eV. As for the LUMO energy: 0.78 eV. The HOMO energy is -9.876 eV. The value obtained for the energy above the lowest of the compared OMol25 structures with the same formula, charge and spin is 28.1 kcal per mole.

CARTESIAN COORDINATES (ANGSTROEM)
1 C -0.2697 2.0018 0.0035
2 C -0.4260 0.5177 0.2491
3 C 1.3542 -1.1262 0.1676
4 C 0.5130 -0.3567 -0.5127
5 C -1.7353 -2.1211 -0.4290
6 O -1.4904 -2.9765 0.2759
7 O -1.2050 0.0774 1.0693
8 H -0.3865 2.5276 0.9533
9 H -1.0489 2.3514 -0.6815
10 H 0.7057 2.2296 -0.4315
11 H 1.2630 -1.2089 1.2470
12 H 2.1487 -1.6793 -0.3188
13 H 0.5773 -0.2368 -1.5920



6.
The following is a DFT calculation (wB97M-V/def2-TZVPD) of 2 unconnected molecules or ions with the total composition HN4O4 at a distorted geometry.

As for the spin multiplicity: 1. The frontier orbital gap (spin up / spin down) is 7.0 / 8.3 eV. As for the LUMO energy (spin up / spin down): 4.18 / 3.70 eV. As for the net charge: -1. The HOMO energy (spin up / spin down) is -2.811 / -4.585 eV. The value obtained for the energy above the lowest of the compared OMol25 structures with the same formula, charge and spin is 33.5 kcal per mole.

CARTESIAN COORDINATES (ANGSTROEM)
1 N 0.2870 2.0683 0.2187
2 N -1.0426 -0.4677 -0.2248
3 N -0.0867 -0.5067 0.7607
4 N 1.1962 -0.5930 0.3218
5 O -1.2369 -1.0793 -1.3157
6 O 2.0732 -0.6819 1.1474
7 O -0.6697 1.9414 -0.4852
8 O 1.3290 -0.4728 -0.8803
9 H -1.8496 -0.2083 0.4575